1.
One molecule with the formula C17H26N4O3, computed with ωB97M-V with the def2-TZVPD basis set.

The geometry in XYZ format:
```
50
Properties=species:S:1:pos:R:3:forces:R:3
C -1.55832 -1.26528 2.79613 0.000 -0.002 0.000
N -2.08941 -1.39991 1.45292 0.000 0.004 -0.002
C -3.48453 -1.81661 1.49648 0.000 0.001 0.002
C -4.04234 -2.05380 0.10327 0.005 -0.004 -0.003
C -3.90125 -0.79450 -0.74210 -0.003 0.003 0.003
C -2.45121 -0.33168 -0.73264 0.002 -0.002 0.002
C -1.94467 -0.16046 0.70201 0.001 -0.001 -0.003
C -0.47270 0.23178 0.62113 -0.032 0.034 -0.094
O 0.36747 -0.58274 0.26043 -0.005 -0.002 0.004
N -0.12072 1.51928 0.89560 0.009 -0.058 0.110
C 1.31499 1.79903 0.86292 0.002 0.002 0.005
C 1.85695 1.92836 -0.57258 -0.001 0.025 0.004
C 3.21098 1.26306 -0.74217 0.000 -0.033 -0.007
O 4.23170 1.89084 -0.95990 0.001 0.006 -0.004
N 3.16687 -0.08859 -0.61390 0.011 0.017 0.033
C 4.35858 -0.90021 -0.69410 -0.001 0.005 -0.016
C 4.35111 -1.81690 -1.87108 -0.003 0.002 0.002
N 4.47993 -3.09885 -1.87536 0.005 -0.001 -0.009
C 4.41859 -3.45008 -3.21900 -0.002 -0.001 0.018
C 4.24687 -2.33704 -3.95270 0.002 -0.001 -0.007
O 4.20356 -1.27274 -3.09884 -0.002 -0.003 0.003
C -1.02023 2.48019 1.47983 0.070 0.028 0.058
C -0.82943 3.92358 1.13023 -0.068 -0.016 -0.067
C -2.03445 3.18179 0.62535 0.015 0.000 0.006
H -0.49124 -1.04518 2.76086 0.000 0.000 0.000
H -2.06694 -0.47119 3.37155 0.000 0.000 0.000
H -1.68609 -2.20472 3.33346 0.000 0.001 0.000
H -3.54051 -2.73114 2.08965 -0.001 0.000 -0.001
H -4.10287 -1.05679 2.01440 0.000 0.000 0.000
H -3.48947 -2.87381 -0.36210 -0.002 0.000 -0.001
H -5.08806 -2.35895 0.17638 -0.001 0.001 0.002
H -4.23625 -0.97159 -1.76566 0.001 -0.002 0.000
H -4.53980 -0.00554 -0.32888 0.000 0.000 -0.002
H -1.81144 -1.07073 -1.22015 -0.002 0.000 -0.002
H -2.33813 0.61283 -1.27123 -0.001 0.000 0.001
H -2.52420 0.64036 1.18827 0.002 0.001 0.000
H 1.48544 2.71514 1.42222 0.003 -0.003 -0.002
H 1.83104 0.99080 1.38211 0.000 -0.003 0.001
H 1.15164 1.45171 -1.25467 0.006 -0.005 -0.003
H 1.96682 2.97168 -0.86256 -0.002 -0.002 -0.003
H 2.27618 -0.51255 -0.37805 -0.005 -0.001 -0.012
H 5.20404 -0.21507 -0.76399 0.003 -0.003 0.001
H 4.47873 -1.52001 0.19399 -0.003 0.001 0.000
H 4.49774 -4.47227 -3.54524 -0.001 0.002 -0.007
H 4.14204 -2.12587 -5.00071 0.000 0.000 0.000
H -1.30904 2.27195 2.50497 0.000 0.002 0.000
H -0.95869 4.65032 1.91881 0.007 0.005 -0.003
H -0.06276 4.16584 0.40722 0.001 0.001 0.002
H -2.04602 2.92187 -0.42396 -0.008 0.002 0.000
H -3.00055 3.39436 1.06139 -0.005 -0.002 -0.008
```
Positions in Å, forces in eV/Å.

Properties
total charge: 0
lowest unoccupied orbital energy: 0.718 eV
M: 334.42 g mol⁻¹
energy above the lowest of the compared OMol25 structures with the same formula, charge and spin: 43.9 kcal/mol
HOMO-LUMO gap: 9.6 eV
total energy: -30153.744 eV

Atom charges from the natural (NBO) analysis, given in e for atoms 1 to 8: number 1, C, carries -0.413; number 2, N, carries -0.419; number 3, C, carries -0.213; number 4, C, carries -0.406; number 5, C, carries -0.398; number 6, C, carries -0.386; number 7, C, carries -0.148; number 8, C, carries 0.721

=====

2.
One molecule with the formula C21H19ClN4O2, computed with ωB97M-V with the def2-TZVPD basis set.

The geometry in XYZ format:
```
47
Properties=species:S:1:pos:R:3:forces:R:3
C -5.60381 -1.30607 -0.99567 -0.004 0.014 0.009
C -4.18608 -1.08881 -0.56363 0.304 0.031 0.090
C -3.30172 -2.15011 -0.61918 0.327 -0.088 0.057
C -1.97188 -2.00911 -0.23804 -0.437 0.830 0.124
C -1.49411 -0.76691 0.21242 -0.350 -0.449 -0.169
C -2.40523 0.29231 0.27110 0.037 -0.234 -0.057
C -3.72734 0.15928 -0.10352 -0.113 -0.066 -0.028
C -4.63772 1.36431 -0.01973 0.134 0.160 0.061
C -4.71350 1.89941 1.41253 -0.182 -0.119 -0.198
H -3.75395 2.28919 1.74169 0.132 0.053 0.054
H -5.44299 2.70388 1.46982 -0.052 0.117 0.060
H -5.01566 1.10978 2.09692 -0.020 -0.032 0.123
H -5.64651 1.07028 -0.31389 0.055 -0.030 0.004
C -4.17018 2.45540 -0.98693 -0.252 -0.158 0.042
H -4.86624 3.29078 -0.97212 -0.039 0.140 -0.024
H -3.18573 2.82683 -0.71471 0.139 0.051 0.031
H -4.11859 2.06626 -2.00128 0.037 0.023 -0.124
H -2.06883 1.25346 0.62376 0.050 0.153 0.047
C -0.09999 -0.69813 0.57512 0.442 -0.505 -0.009
C 0.65591 -1.81349 0.48969 -0.143 0.433 0.080
C 0.12999 -3.08775 0.03019 0.409 -0.369 0.024
O 0.76402 -4.10778 -0.05798 -0.237 0.313 0.018
O -1.18939 -3.10682 -0.32474 -0.060 -0.301 -0.104
H 1.70226 -1.81334 0.75608 -0.020 -0.045 -0.018
C 0.52352 0.59588 1.05188 -0.565 -0.180 0.201
N 1.80629 0.80692 0.45369 0.752 0.258 -0.170
N 1.99153 1.62885 -0.55067 -1.005 0.412 -0.151
N 3.23089 1.56629 -0.87057 0.668 0.040 -0.293
C 3.80747 0.67589 -0.03326 -1.014 0.005 0.311
N 2.90619 0.18797 0.81727 0.592 -0.182 0.186
C 5.20688 0.31340 -0.06623 0.572 -0.172 0.021
C 6.05576 0.92264 -0.98830 -0.169 -0.106 0.168
C 7.39288 0.58266 -1.02977 0.123 -0.086 0.052
C 7.88074 -0.37011 -0.14676 -0.253 0.075 -0.002
C 7.04631 -0.98568 0.77515 0.123 0.004 -0.039
C 5.70970 -0.64244 0.81406 -0.065 0.176 -0.170
H 5.04404 -1.11016 1.52252 -0.034 -0.067 0.080
H 7.44338 -1.72587 1.45181 0.057 -0.056 0.042
Cl 9.55334 -0.79683 -0.19612 0.199 -0.052 -0.005
H 8.05686 1.04937 -1.74023 0.073 0.022 -0.046
H 5.65073 1.65921 -1.66438 0.005 0.068 -0.076
H 0.64736 0.55968 2.13910 -0.021 0.134 -0.165
H -0.08347 1.45735 0.77491 0.124 -0.095 0.091
H -3.62446 -3.12042 -0.96299 -0.055 -0.125 -0.051
H -5.74471 -2.33245 -1.32246 -0.050 -0.048 -0.028
H -5.86147 -0.64477 -1.82149 -0.103 0.032 -0.046
H -6.29252 -1.11025 -0.17506 -0.113 0.019 0.000
```
Positions in Å, forces in eV/Å.

Properties
total charge: 0
lowest unoccupied orbital energy: -0.239 eV
M: 394.86 g mol⁻¹
energy above the lowest of the compared OMol25 structures with the same formula, charge and spin: 0.0 kcal/mol
HOMO-LUMO gap: 8.6 eV
total energy: -44663.195 eV

Atom charges from the natural (NBO) analysis, given in e for atoms 1 to 8: number 1, C, carries -0.635; number 2, C, carries 0.022; number 3, C, carries -0.239; number 4, C, carries 0.325; number 5, C, carries -0.090; number 6, C, carries -0.189; number 7, C, carries -0.016; number 8, C, carries -0.242

=====

3.
A 2-piece molecular cluster, C6H17N2 overall, computed with ωB97M-V with the def2-TZVPD basis set.

The geometry in XYZ format:
```
25
Properties=species:S:1:pos:R:3:forces:R:3
N -1.43156 -0.33523 0.64700 -0.146 -1.079 0.864
C -1.76779 -1.66707 -0.01341 -0.254 -0.438 0.981
C -0.49711 -2.47463 -0.34327 0.200 0.152 -0.989
N -0.91990 -3.46687 -1.34470 1.002 -0.436 0.073
H -1.09394 -0.48146 1.60444 0.099 -0.147 -0.162
H -0.69552 0.15246 0.17285 0.621 0.404 -0.574
H -2.20505 0.30683 0.75914 -0.503 0.130 -0.302
H -2.39739 -2.21738 0.70386 0.250 0.218 -0.238
H -2.41485 -1.46824 -0.87332 0.523 0.061 -0.055
H 0.26933 -1.80833 -0.77892 -0.133 0.177 0.300
H 0.00235 -2.98982 0.50486 -0.764 0.397 -0.254
H -1.06674 -3.00522 -2.23290 -0.315 0.231 -0.086
H -0.11621 -4.07517 -1.56644 -0.619 0.114 0.463
C -0.31623 2.53125 0.67522 -0.658 1.173 1.920
C 1.03905 1.87252 0.87370 -0.557 -0.614 -1.036
C 1.73772 1.54085 -0.42697 1.486 0.384 -0.337
C 3.07852 1.54664 -0.62004 -1.797 0.151 0.622
H -0.88032 2.08535 -0.13170 -0.279 0.007 -0.340
H -0.94601 2.51063 1.66083 1.011 0.007 -1.739
H -0.17898 3.60224 0.43078 -0.225 -0.574 0.004
H 0.88939 0.92795 1.38318 0.046 -0.474 0.392
H 1.62493 2.45157 1.54217 0.765 0.564 0.485
H 1.08786 1.33172 -1.27932 0.017 -0.352 0.111
H 3.52057 1.16500 -1.54125 -0.005 0.427 0.306
H 3.67791 1.96444 0.19421 0.232 -0.483 -0.410
```
Positions in Å, forces in eV/Å.

Properties
total charge: +1
lowest unoccupied orbital energy: -3.454 eV
M: 117.22 g mol⁻¹
energy above the lowest of the compared OMol25 structures with the same formula, charge and spin: 43.2 kcal/mol
HOMO-LUMO gap: 9.4 eV
total energy: -9470.163 eV

Atom charges from the natural (NBO) analysis, given in e for atoms 1 to 8: number 1, N, carries -0.674; number 2, C, carries -0.229; number 3, C, carries -0.252; number 4, N, carries -0.809; number 5, H, carries 0.440; number 6, H, carries 0.447; number 7, H, carries 0.447; number 8, H, carries 0.240